Entry 1:
This record from the OMol25 dataset describes C28H36CaF5N9O2S3Te as an isolated structure at a distorted geometry. The level of theory is ωB97M-V/def2-TZVPD.

Output
Relative energy (zero: lowest compared OMol25 entry of this formula, charge and spin), kcal per mole: 0.00
E_HOMO (spin up / spin down), eV: -8.19 / -8.19
Total charge: 0

```
85
Properties=species:S:1:pos:R:3:lowdin_charge:R:1
Ca 0.7504 0.3572 0.7326 1.346
C 2.5595 -1.2240 3.2048 -0.246
C 1.3920 -0.4472 3.9462 -0.156
N 1.0027 0.8768 3.3198 -0.143
C 1.8064 2.0809 3.5856 -0.171
C 2.9706 2.3173 2.6877 -0.287
C 3.4372 3.6058 2.6627 -0.045
C 4.5905 3.8332 1.9269 -0.060
C 5.1504 2.8041 1.1630 -0.024
C 4.5190 1.5546 1.1708 -0.243
C 4.9557 0.4990 0.2232 -0.197
N 3.8781 -0.2097 -0.3929 -0.062
C 3.7988 -1.6876 -0.2918 -0.214
C 3.5237 -2.2408 1.1132 -0.190
N 2.3128 -1.7197 1.8543 -0.089
N 3.4882 1.2972 1.9996 0.157
H 2.8909 -2.0074 3.8717 0.106
H 3.3631 -0.5188 3.2377 0.074
H 1.6095 -0.3885 5.0247 0.114
H 0.4872 -1.0811 3.8028 0.100
H 0.0459 1.0690 3.6217 0.001
H 2.0911 2.1107 4.6455 0.128
H 1.0990 2.9447 3.4611 0.133
H 2.9268 4.3520 3.2684 0.119
H 5.1920 4.7759 2.1263 0.130
H 6.0512 2.9990 0.5935 0.108
H 5.5558 -0.2564 0.7727 0.129
H 5.7390 0.8738 -0.4804 0.129
H 3.6345 0.1528 -1.3312 0.104
H 4.6334 -2.2866 -0.7520 0.130
H 2.8580 -1.9271 -0.8612 0.068
H 4.4114 -1.9720 1.7330 0.102
H 3.4832 -3.3755 1.0765 0.134
H 1.6776 -2.5446 1.8697 0.125
S -2.3934 0.7328 3.7736 0.689
C -2.3530 -0.7976 3.0343 -1.070
N -1.8559 -1.0395 1.8067 0.041
C -2.1788 -2.2988 1.3748 -0.267
C -1.5845 -2.8724 0.2151 -0.019
C -1.8472 -4.1781 -0.0699 -0.087
C -2.4972 -5.0410 0.8622 -0.041
C -2.9849 -4.5205 2.0499 -0.098
C -2.9270 -3.1487 2.2770 -0.479
S -3.1081 -2.2898 3.7371 1.009
H -0.9931 -2.1918 -0.3915 0.025
H -1.5797 -4.5289 -1.0397 0.088
H -2.5269 -6.0968 0.6749 0.105
H -3.5005 -5.1268 2.7825 0.107
N -4.1431 -4.0115 -2.1185 0.176
C -5.4669 -3.6015 -2.1681 -0.462
O -6.3714 -4.3620 -1.8552 0.047
C -5.6172 -2.1700 -2.6462 -0.117
C -6.8296 -1.5321 -2.4751 -0.041
C -7.0515 -0.2609 -2.9308 -0.065
C -5.9930 0.3414 -3.6070 -0.147
N -4.8276 -0.2527 -3.8624 0.073
C -4.6458 -1.4629 -3.3572 -0.087
H -3.9847 -4.8792 -1.6594 0.082
H -3.3105 -3.4466 -2.1584 0.056
H -7.6297 -2.0231 -1.8770 0.134
H -8.0492 0.1900 -2.7782 0.113
H -6.0908 1.2786 -4.1284 0.096
H -3.6578 -1.8797 -3.5459 0.110
F -1.0789 -0.0347 -2.7981 -0.587
Te 0.3912 -1.3717 -2.5315 1.914
F 2.1203 -2.4635 -2.5805 -0.611
F -1.0635 -2.7810 -2.4073 -0.571
F 1.7694 0.1661 -2.4333 -0.580
F -0.4037 2.1945 1.2382 -0.591
O 0.2255 -0.9934 -0.6943 -0.931
S 0.1735 6.0096 0.4145 0.911
C 0.3120 5.0057 -0.9368 -0.775
N 0.1587 3.6950 -0.7594 0.034
C 0.3101 2.7949 -1.9270 -0.160
C 0.0245 3.5546 -3.2184 -0.141
C 0.8859 4.8081 -3.3227 -0.167
N 0.6683 5.5643 -2.1197 0.003
H -0.0031 3.2458 0.2189 0.072
H -0.4326 1.9812 -1.8360 0.111
H 1.3340 2.3557 -1.8765 0.121
H -1.0468 3.7552 -3.2222 0.130
H 0.2383 2.8420 -4.0344 0.137
H 0.5927 5.4148 -4.2231 0.140
H 1.9575 4.5858 -3.4256 0.129
H 0.9802 6.5244 -2.0299 0.131
```


Entry 2:
This record from the OMol25 dataset describes C28H36Cl2IN5NaO5 as an isolated structure at a distorted geometry. The level of theory is ωB97M-V/def2-TZVPD.

Output
Relative energy (zero: lowest compared OMol25 entry of this formula, charge and spin), kcal per mole: 25.00
E_HOMO, eV: -4.61
Total charge: -1

```
78
Properties=species:S:1:pos:R:3:lowdin_charge:R:1
Na -0.4345 0.0923 0.1156 0.118
C 1.7515 3.4518 -1.7946 -0.029
C 1.4619 3.8925 -0.3909 -0.260
N 1.8041 5.1041 -0.0353 0.092
C 1.5140 5.5281 1.2150 -0.142
C 0.8873 4.7501 2.1525 -0.187
C 0.6148 5.3567 3.5036 -0.226
O 1.4011 4.7867 4.5557 -0.074
C 0.5332 3.4121 1.8228 -0.069
C -0.0580 2.5774 2.8318 -0.066
N -0.4805 1.3705 2.6872 0.090
C -1.1193 0.7427 3.7439 -0.332
C -1.9468 1.4211 4.6545 -0.031
C -2.5869 0.7611 5.6873 -0.102
C -2.4329 -0.6084 5.8476 -0.112
C -1.6414 -1.3072 4.9475 -0.172
C -1.0101 -0.6456 3.9083 -0.609
I 0.1570 -1.7472 2.5640 1.075
C 0.7975 2.9459 0.4932 -0.307
O 0.5201 1.7875 0.0837 -0.090
H 2.3803 4.1878 -2.2907 0.072
H 0.8153 3.3478 -2.3504 0.083
H 2.2291 2.4692 -1.7969 0.051
H 1.8070 6.5489 1.4431 0.095
H -0.4275 5.2299 3.8016 0.116
H 0.8085 6.4336 3.4462 0.106
H 2.2820 4.6399 4.1967 0.088
H -0.0992 3.0191 3.8324 0.109
H -2.0996 2.4861 4.5330 0.106
H -3.2128 1.3216 6.3714 0.097
H -2.9243 -1.1295 6.6591 0.093
H -1.5122 -2.3762 5.0556 0.083
N 3.1919 -0.3631 0.9585 0.009
C 3.6423 0.4455 -0.1680 -0.269
C 3.4626 -0.3122 -1.4784 -0.244
N 2.0702 -0.3119 -1.8647 -0.051
C 1.7375 -0.9562 -3.1255 -0.229
C 1.0318 0.0409 -4.0503 -0.273
N -0.2083 0.5761 -3.4978 0.021
H 2.9936 0.2099 1.7682 0.056
H 3.8865 -1.0483 1.2278 0.049
H 4.6888 0.7737 -0.0815 0.104
H 3.0107 1.3334 -0.2125 0.084
H 3.8867 -1.3301 -1.3677 0.104
H 4.0389 0.1992 -2.2571 0.113
H 1.4874 -0.6931 -1.1253 0.062
H 1.0631 -1.8003 -2.9526 0.082
H 2.6398 -1.3407 -3.6191 0.108
H 0.8065 -0.4335 -5.0123 0.097
H 1.7054 0.8808 -4.2426 0.100
H -0.8236 -0.1925 -3.2460 0.051
H 0.0145 1.0459 -2.6220 0.042
C -1.0633 -4.7979 -4.7679 -0.097
O -2.3778 -4.4938 -4.3624 -0.084
C -2.5109 -3.6138 -3.3296 -0.295
C -3.8394 -3.2482 -3.0333 -0.041
C -4.0706 -2.3697 -2.0110 -0.049
C -3.0358 -1.7802 -1.2578 -0.088
C -3.2982 -0.8242 -0.1989 -0.366
C -4.6987 -0.6706 0.3783 -0.003
O -2.4280 -0.1120 0.2995 -0.005
C -1.6652 -2.1290 -1.5716 -0.363
O -0.6659 -1.6370 -0.9732 -0.173
C -1.4673 -3.0991 -2.6127 0.030
H -1.1540 -5.4377 -5.6435 0.086
H -0.5140 -5.3340 -3.9877 0.092
H -0.5086 -3.8934 -5.0354 0.092
H -4.6414 -3.6690 -3.6249 0.103
H -5.0999 -2.1031 -1.8135 0.095
H -5.4466 -1.3185 -0.0666 0.051
H -5.0039 0.3709 0.2717 0.086
H -4.6385 -0.8848 1.4460 0.086
H -0.4424 -3.3886 -2.8080 0.082
Cl 1.4399 -3.5717 -0.1329 0.548
C 2.9396 -4.5145 -0.0827 -0.997
Cl 3.7838 -4.3375 1.4655 0.489
H 3.6000 -4.1539 -0.8622 0.017
H 2.7018 -5.5630 -0.2113 0.019
```


Entry 3:
This record from the OMol25 dataset describes C28H36F12N14O8S4Zn as an isolated structure at a distorted geometry. The level of theory is ωB97M-V/def2-TZVPD.

Output
E_HOMO, eV: -10.89
Total charge: 0

```
103
Properties=species:S:1:pos:R:3:lowdin_charge:R:1
Zn -0.9401 -3.3108 2.1135 1.054
C 0.6661 0.3236 -2.4343 -0.674
F 1.5744 -0.5857 -2.7342 0.157
F 0.8460 1.4043 -3.1612 0.165
F -0.5213 -0.1415 -2.7274 0.154
S 0.7995 0.7580 -0.4999 0.667
O 1.8318 -0.1016 0.0433 -0.329
O 1.1680 2.1977 -0.3905 -0.296
N -0.6704 0.1805 0.1448 -0.278
S -1.7263 1.3624 -0.2548 0.599
O -1.3925 2.4131 -1.2131 -0.281
O -3.0431 0.7856 -0.5497 -0.296
C -1.8505 2.3649 1.4410 -0.553
F -0.6155 2.6514 1.8752 0.116
F -2.4460 3.6056 1.2812 0.088
F -2.5947 1.7552 2.3977 0.107
C 3.2331 -6.8346 3.6993 -0.644
F 3.2387 -5.4881 3.7302 0.127
F 4.4608 -7.2485 3.3754 0.158
F 2.9637 -7.2245 4.9184 0.169
S 2.0109 -7.4380 2.3291 0.684
O 2.4169 -6.5975 1.2168 -0.291
O 2.1510 -8.8509 2.1274 -0.258
N 0.5041 -6.8164 3.0493 -0.247
S 0.0246 -8.0610 3.9246 0.574
O 1.0085 -8.9206 4.5160 -0.243
O -0.9304 -7.5793 4.9383 -0.265
C -0.9968 -9.1851 2.6231 -0.656
F -0.3756 -9.2750 1.4951 0.157
F -1.1863 -10.4005 3.0845 0.178
F -2.1531 -8.5535 2.3255 0.118
C 6.8096 5.4188 -1.6533 -0.067
C 7.0297 4.6477 -0.3867 -0.275
N 7.1725 4.1696 0.6368 0.118
H 6.9626 4.6272 -2.3868 0.070
H 7.6077 6.1244 -1.8840 0.076
H 5.8359 5.8903 -1.7865 0.079
C 5.8871 -5.8094 -6.4294 -0.089
C 5.8384 -4.5157 -7.0219 -0.295
N 5.8093 -3.4131 -7.4349 0.124
H 6.7037 -6.3727 -6.8810 0.088
H 4.9557 -6.3685 -6.5189 0.086
H 6.0832 -5.6633 -5.3672 0.087
C -3.0116 1.3843 9.9540 -0.083
C -3.9539 1.8765 10.9970 -0.256
N -4.7291 2.2615 11.8037 0.109
H -2.2852 2.1805 9.7910 0.075
H -3.3746 1.4405 8.9278 0.075
H -2.6053 0.3987 10.1814 0.080
C -8.2664 -3.5140 -2.3234 -0.080
C -9.0331 -3.7866 -1.0792 -0.268
N -9.6401 -3.9373 -0.0946 0.113
H -8.6834 -2.7099 -2.9298 0.076
H -8.3977 -4.4702 -2.8298 0.078
H -7.3007 -3.0085 -2.3188 0.080
C -8.4684 4.6666 -0.4413 -0.070
C -9.6388 4.3147 -1.3076 -0.271
N -10.4920 4.0371 -2.0091 0.116
H -7.9781 3.8032 0.0083 0.073
H -8.8151 5.2521 0.4102 0.076
H -7.6800 5.1617 -1.0083 0.077
C 3.0758 0.3809 5.9900 -0.072
C 1.8116 -0.2889 5.6410 -0.248
N 0.7671 -0.8605 5.4317 0.084
H 3.8867 0.0092 5.3636 0.085
H 3.2450 0.1394 7.0393 0.084
H 3.0687 1.4699 5.9429 0.086
C -5.1004 8.0945 6.1397 -0.061
C -5.6843 8.6321 4.9342 -0.334
N -6.1544 9.0999 4.0192 0.129
H -4.7028 8.8748 6.7886 0.089
H -4.2734 7.5228 5.7186 0.087
H -5.9990 7.5778 6.4766 0.090
C 8.5488 -1.0925 -2.4280 -0.090
C 9.6831 -0.5515 -1.7640 -0.293
N 10.6289 -0.1002 -1.1827 0.118
H 8.4520 -2.1489 -2.1773 0.086
H 8.8077 -0.9819 -3.4810 0.089
H 7.6242 -0.5982 -2.1298 0.089
C 2.8557 5.0626 -9.3260 -0.071
C 2.5384 5.1923 -10.7782 -0.273
N 2.2926 5.3042 -11.8996 0.116
H 1.9464 4.8041 -8.7834 0.076
H 3.3153 5.9503 -8.8915 0.077
H 3.5364 4.2141 -9.2558 0.075
C 2.6145 7.3580 3.9835 -0.073
C 2.1866 7.0321 5.3248 -0.305
N 1.8567 6.7680 6.3890 0.122
H 3.4289 8.0823 3.9923 0.088
H 1.7037 7.6491 3.4601 0.084
H 2.8798 6.4352 3.4675 0.084
C -0.5068 -7.1079 -3.3709 -0.063
C -1.2716 -6.2280 -2.4300 -0.252
N -1.8261 -5.5097 -1.6979 0.097
H -1.1395 -7.8955 -3.7802 0.078
H 0.3079 -7.5921 -2.8325 0.078
H -0.1065 -6.5774 -4.2348 0.080
C -4.1367 2.0326 -7.3877 -0.064
C -3.7102 1.2973 -8.6055 -0.293
N -3.4187 0.7046 -9.5325 0.119
H -4.8318 2.7460 -7.8306 0.079
H -3.2461 2.4015 -6.8790 0.080
H -4.7514 1.4221 -6.7262 0.078
```


Among the records above, which one has the lowest total charge? C28H36Cl2IN5NaO5